87
Properties=species:S:1:pos:R:3:mulliken_spin:R:1 method="wB97M-V/def2-TZVPD" homo_lumo_gap_ev="7.92 / 8.33" e_lumo_ev="-0.7 / -1.0" multiplicity=4 s2=3.758
V -0.8092 -2.6585 1.7905 3.0925
B -2.8845 -3.6142 2.0382 -0.0765
H -2.7353 -2.5912 1.4255 -0.0209
H -2.0736 -3.7044 2.9224 0.0268
H -3.9893 -3.6951 2.4936 0.0002
H -2.6481 -4.5745 1.3178 0.0203
C -0.7767 -0.2968 -0.4152 -0.0027
O -0.5974 -0.9316 0.7975 -0.0619
H -1.5786 -0.7725 -1.0030 -0.0018
H -1.0539 0.7618 -0.2896 0.0013
H 0.1350 -0.3131 -1.0355 -0.0095
C 0.2345 4.1252 3.0830 -0.0002
C -1.0997 4.5320 2.4885 0.0001
O -1.7552 5.4115 2.9889 0.0000
C -1.5338 3.8574 1.2019 -0.0007
H 0.4103 3.0656 2.9167 0.0000
H 0.2282 4.3224 4.1529 0.0000
H 1.0011 4.7416 2.6117 0.0000
H -1.3594 2.7847 1.3213 0.0005
H -0.9570 4.2612 0.3706 0.0001
H -2.5938 4.0556 1.0792 0.0000
C -4.5555 -1.0580 -2.0675 -0.0005
C -4.0488 -1.4596 -3.4304 -0.0003
O -4.6796 -1.2329 -4.4317 0.0000
C -2.6942 -2.1179 -3.5029 -0.0006
H -5.5085 -0.5491 -2.2010 0.0001
H -3.8386 -0.3708 -1.6125 0.0002
H -4.6929 -1.8993 -1.3868 0.0003
H -1.8851 -1.3925 -3.4099 0.0003
H -2.5968 -2.6323 -4.4590 0.0001
H -2.5300 -2.8752 -2.7314 0.0006
C 0.5104 0.1619 4.0726 0.0114
C -0.5427 -0.8343 4.4398 -0.0034
O -1.1667 -1.4525 3.5893 -0.0002
C -0.7637 -1.1446 5.8891 -0.0028
H 1.4349 -0.0882 4.5924 -0.0009
H 0.1309 1.1493 4.3428 -0.0008
H 0.6876 0.1619 2.9960 0.0065
H -0.9058 -2.2121 6.0238 0.0026
H -1.6776 -0.6163 6.1851 0.0012
H 0.0323 -0.7417 6.5101 -0.0003
C -4.3458 -0.5801 3.3735 -0.0004
C -3.8536 0.5784 2.5289 -0.0001
O -3.4473 1.6062 3.0206 0.0001
C -3.9741 0.3850 1.0488 0.0017
H -4.7513 -0.1896 4.3046 0.0002
H -3.5340 -1.2803 3.5574 0.0052
H -5.1134 -1.1170 2.8151 -0.0008
H -3.5403 -0.5896 0.7984 0.0070
H -3.4047 1.1220 0.4842 0.0005
H -5.0110 0.3550 0.7128 -0.0001
F 2.9135 2.2476 -3.9527 0.0000
C 2.7591 2.9836 -2.8366 0.0000
C 1.7864 2.6371 -1.9308 -0.0006
C 1.6658 3.3595 -0.7481 -0.0003
C 2.4512 4.4891 -0.5558 -0.0001
C 3.4784 4.7714 -1.4413 0.0000
C 3.6638 3.9943 -2.5783 0.0000
H 1.1076 1.8093 -2.1008 -0.0002
H 0.8664 3.1454 -0.0533 0.0003
H 2.3488 5.0544 0.3623 0.0000
H 4.1526 5.5954 -1.2462 0.0000
H 4.3947 4.2523 -3.3333 0.0000
F 1.6719 -4.2685 -6.1444 0.0000
C 1.7478 -3.3809 -5.1312 0.0000
C 0.7403 -2.4398 -5.0116 0.0002
C 0.8550 -1.4877 -4.0150 0.0006
C 1.9132 -1.5225 -3.1175 0.0016
C 2.8789 -2.5062 -3.2390 -0.0003
C 2.8052 -3.4487 -4.2518 0.0001
H -0.0451 -2.4423 -5.7560 0.0000
H 0.1109 -0.7038 -3.9388 -0.0005
H 1.9391 -0.8272 -2.2912 -0.0015
H 3.7077 -2.5452 -2.5451 0.0001
H 3.5578 -4.2168 -4.3696 0.0000
F 6.6315 -2.4413 -0.9830 0.0000
C 5.5292 -1.7289 -0.6631 0.0002
C 4.5803 -2.2967 0.1572 0.0057
C 3.4594 -1.5617 0.5009 -0.0129
C 3.2884 -0.2767 0.0081 -0.0107
C 4.2073 0.2461 -0.8789 0.0004
C 5.3607 -0.4631 -1.1870 0.0002
H 4.7514 -3.3231 0.4627 0.0003
H 2.7588 -1.9986 1.2018 0.0226
H 2.3807 0.2279 0.3215 0.0002
H 4.1172 1.2611 -1.2426 0.0000
H 6.1663 -0.0475 -1.7803 0.0001